(1)
DFT (ωB97M-V/def2-TZVPD) results for a 4-piece molecular cluster, C18H37N2O11 overall.

XYZ file:
```
68
Properties=species:S:1:pos:R:3:forces:R:3:nbo_charge:R:1
C -4.349819 2.182621 -3.708200 -0.7990 0.1378 -0.6369 -0.662
C -5.183570 0.790934 -3.750965 -0.3244 0.4756 -1.1874 -0.232
N -4.293906 -0.435293 -3.661930 -0.1271 1.4382 0.8812 -0.625
C -4.124694 -0.715282 -2.198199 0.3246 -0.4294 1.7743 0.009
N -2.747611 -1.120674 -1.793858 0.3049 1.8316 -0.4146 -0.624
C -1.994712 0.029686 -1.163773 0.8826 -0.9967 0.2358 -0.215
C -2.228485 0.066615 0.435517 -0.1392 -0.0351 -0.4639 -0.442
C -3.426589 1.027167 0.907319 -0.0562 0.0268 1.1857 -0.203
C -4.562980 0.226744 1.752099 0.3010 0.1104 -0.7246 -0.635
C -2.771918 2.246575 1.772440 -1.2350 -0.1720 -1.2900 -0.628
C -5.156842 -1.789102 -1.596087 -2.6956 -4.0605 2.3656 0.718
O -6.406470 -1.618033 -1.883635 3.2544 0.5630 0.1169 -0.768
O -4.797309 -2.845795 -0.758584 -0.2994 5.0243 -3.6787 -0.809
H -4.519552 2.718532 -4.721101 0.3706 -0.7095 1.6564 0.199
H -3.218886 2.041487 -3.593037 -1.6430 0.1608 0.1028 0.206
H -4.796185 2.849379 -2.894695 0.9803 -0.7612 -1.0222 0.211
H -5.994309 0.793024 -2.947550 1.2845 -0.3945 -1.0746 0.236
H -5.732660 0.771986 -4.767054 0.7855 -0.0920 1.5530 0.179
H -3.371033 -0.070447 -3.974509 -0.6974 -0.5234 0.3260 0.332
H -4.341627 0.283168 -1.648827 0.2980 -1.6631 -0.5096 0.163
H -2.204863 -1.513787 -2.579130 -0.6078 0.3572 0.5941 0.347
H -0.878582 -0.202830 -1.314656 -1.5155 0.4807 0.1024 0.187
H -2.235933 1.015201 -1.693411 0.3473 -0.9729 0.9055 0.160
H -1.279447 0.428904 0.975727 -1.2386 -0.4786 -0.9796 0.202
H -2.382052 -1.035497 0.747137 -0.0382 1.7818 -0.5102 0.248
H -3.981206 1.548449 0.041287 1.0032 -0.9842 1.0732 0.193
H -5.052511 -0.559056 1.056172 0.9166 1.0658 1.2366 0.265
H -5.387854 0.954883 2.066541 1.1492 -0.9336 -0.2606 0.189
H -4.110682 -0.287275 2.684599 -0.7294 0.8099 -1.5251 0.197
H -2.024404 1.888779 2.554553 -1.0661 0.5278 -1.0278 0.212
H -2.276886 2.931694 0.980572 -0.4861 -0.9543 1.5500 0.198
H -3.670475 2.810214 2.221376 1.5908 -0.6183 -0.3521 0.197
C 2.708012 -0.779153 3.189928 -0.1207 -0.5356 0.1047 -0.260
O 3.220291 0.511167 2.859820 -0.0801 0.4491 -0.1206 -0.505
C 2.280865 1.410010 2.518987 -0.0592 -0.0932 -0.0095 0.977
O 1.093176 1.210845 2.474434 0.5319 0.1219 0.0512 -0.624
O 2.897688 2.571101 2.235960 0.0167 -0.3444 0.1191 -0.503
C 2.013027 3.623484 1.855031 -0.2447 0.3503 -0.1455 -0.257
H 3.553445 -1.418595 3.447426 0.0729 0.3090 -0.0333 0.201
H 2.044192 -0.720421 4.055180 -0.0465 0.0255 -0.2051 0.194
H 2.190232 -1.219256 2.334745 -0.1019 0.1525 0.1455 0.198
H 1.319993 3.857329 2.666293 -0.0392 -0.1505 -0.1575 0.193
H 1.468302 3.359116 0.945908 -0.0703 -0.0457 0.2085 0.200
H 2.616608 4.508773 1.650646 0.1616 -0.2567 0.0873 0.189
C 3.028461 -0.219099 -5.401289 0.2818 0.2002 0.1215 -0.255
O 2.068075 -1.124001 -5.940463 -0.2620 -0.0153 0.0314 -0.501
C 0.813973 -0.926261 -5.494447 -0.2785 -0.1586 -0.0321 0.978
O 0.467316 -0.077932 -4.709607 0.2387 -0.3093 -0.3465 -0.634
O 0.017426 -1.837419 -6.075423 0.5536 0.3215 0.1073 -0.498
C -1.354979 -1.745437 -5.690659 -0.5695 -0.0387 0.1147 -0.255
H 4.000062 -0.470452 -5.828673 -0.2358 -0.1766 -0.0932 0.189
H 2.785623 0.809881 -5.676213 -0.0671 -0.0948 0.1759 0.190
H 3.090581 -0.324537 -4.315800 -0.1296 0.1350 -0.1024 0.194
H -1.771799 -0.777342 -5.977211 0.0950 -0.0528 0.1780 0.191
H -1.466419 -1.911816 -4.617447 0.0189 0.1552 -0.1373 0.197
H -1.903531 -2.526015 -6.218377 0.2973 0.0285 -0.0160 0.202
C 7.278996 -3.955159 6.348628 -0.0976 -0.4115 0.1049 -0.257
O 7.795836 -2.666841 6.020848 -0.1885 0.3423 -0.1082 -0.497
C 6.856915 -1.767160 5.680079 0.0374 0.1098 -0.0404 0.980
O 5.666563 -1.968066 5.635844 0.5803 0.0911 0.0112 -0.639
O 7.475961 -0.607751 5.398455 -0.0727 -0.5490 0.1739 -0.496
C 6.595993 0.448498 5.018005 -0.2985 0.4075 -0.1854 -0.259
H 8.122311 -4.596846 6.606630 0.0677 0.2976 -0.0816 0.194
H 6.613324 -3.895150 7.212563 -0.0548 0.0228 -0.2033 0.192
H 6.761501 -4.392327 5.491789 -0.0833 0.1232 0.1506 0.194
H 5.903359 0.683864 5.829098 -0.0309 -0.1441 -0.1544 0.192
H 6.051038 0.187548 4.108041 -0.0739 -0.0097 0.1997 0.201
H 7.201634 1.332447 4.815136 0.1561 -0.2691 0.0856 0.195
```
Forces are in eV/Å.

Summary:
* F_max: 0.12124 Eh/bohr
* net charge: -1
* HOMO level: -3.58 eV
* M: 457.50 u

(2)
DFT (ωB97M-V/def2-TZVPD) results for a 2-piece molecular cluster, CClNO3S overall.

XYZ file:
```
7
Properties=species:S:1:pos:R:3:forces:R:3:nbo_charge:R:1
C 1.267711 0.307030 0.106895 0.4053 0.4109 1.2664 0.772
N -0.006347 0.541404 -0.419199 -5.1047 -3.4465 0.2570 -0.509
O 2.202321 -0.234214 -0.449392 0.2602 -0.4020 -0.5226 -0.698
O 1.168012 0.905255 1.217602 0.2694 -0.2363 -0.1080 -0.643
O -0.805978 -2.155605 0.164757 -0.1883 -0.1405 0.3488 -0.924
S -1.357745 -0.825651 -0.139972 4.4157 3.8119 -1.2414 1.001
Cl -14.612150 0.364915 0.224414 -0.0576 0.0025 -0.0001 -1.000
```
Forces are in eV/Å.

Summary:
* F_max: 0.11988 Eh/bohr
* net charge: -2
* HOMO level (spin up / spin down): -2.41 / -2.41 eV
* M: 141.53 u
* relative energy (zero: lowest compared OMol25 entry of this formula, charge and spin): 2.160 eV

(3)
DFT (ωB97M-V/def2-TZVPD) results for one molecule with the formula C17H24N4O2S.

XYZ file:
```
48
Properties=species:S:1:pos:R:3:forces:R:3:nbo_charge:R:1
C -4.489937 -1.634485 -1.838087 -0.0361 -0.0213 -0.0221 -0.252
O -3.387819 -1.401871 -0.994005 0.1569 0.1315 0.0834 -0.537
C -2.439725 -2.437211 -0.965781 0.1827 -0.1595 -0.1338 -0.071
C -1.425914 -2.377780 -2.124037 -0.6506 -0.2310 0.2658 -0.248
N -0.491530 -1.300701 -1.953706 0.6688 0.4649 0.2482 -0.372
C 0.628127 -1.347853 -1.172962 0.0992 0.0652 -0.0849 0.179
S 1.121937 -2.777586 -0.318170 0.0948 -0.2965 0.1800 0.270
C 2.778622 -2.265360 0.247885 -0.2574 -0.0211 -0.0250 -0.602
C 2.727639 -1.467516 1.554556 0.0648 -0.1285 -0.4246 0.663
O 3.023697 -1.985365 2.609999 0.0651 -0.1702 0.2563 -0.611
N 2.342090 -0.190671 1.358439 -0.0309 0.3261 -0.2113 -0.652
C 2.147768 0.821042 2.304128 -0.0295 0.1170 0.2558 0.243
C 1.640967 2.033130 1.840448 0.0262 -0.0855 -0.0147 -0.271
C 1.429666 3.070951 2.727341 0.0049 0.0021 0.0040 -0.189
C 1.718969 2.912464 4.071099 0.0052 -0.0013 0.0584 -0.246
C 2.224879 1.707159 4.544362 -0.0713 0.1262 -0.1403 0.018
C 2.539285 1.541735 6.000620 0.0025 0.0233 -0.0060 -0.630
C 2.437792 0.664654 3.655125 0.0479 -0.1042 0.0828 -0.285
N 1.248775 -0.197469 -1.196619 0.2294 -0.7620 0.3709 -0.369
N 0.540957 0.627990 -1.985546 -0.4927 0.8023 -0.7021 -0.294
C -0.496954 -0.013698 -2.436769 0.0409 -0.1918 -0.0508 0.363
C -1.537193 0.583528 -3.317262 -0.1255 0.2193 -0.0163 -0.260
C -0.869666 1.393810 -4.427993 -0.0960 -0.1761 0.0417 -0.591
C -2.453478 1.469162 -2.467169 -0.0687 -0.1667 -0.0984 -0.600
H -4.201623 -1.693500 -2.893537 -0.0085 0.0074 -0.0242 0.159
H -5.006987 -2.560720 -1.561863 -0.0007 0.0310 -0.0144 0.173
H -5.162325 -0.790309 -1.701022 -0.0463 -0.0435 -0.0779 0.203
H -2.935669 -3.416962 -0.980366 0.0222 0.0290 0.0248 0.175
H -1.901963 -2.330161 -0.019346 -0.0223 -0.1003 -0.0790 0.206
H -0.861594 -3.314776 -2.145402 -0.0744 0.0556 -0.1266 0.227
H -1.943624 -2.249619 -3.077240 0.1044 -0.1036 0.0634 0.220
H 3.315853 -3.196901 0.423065 -0.0243 0.1278 0.0216 0.257
H 3.235354 -1.697517 -0.561080 0.0710 -0.0400 0.0044 0.252
H 2.083692 0.067794 0.398521 0.1323 -0.2006 0.1758 0.440
H 1.415462 2.149834 0.790272 -0.0304 0.0197 -0.1310 0.217
H 1.035998 4.010260 2.367303 -0.0301 0.0691 -0.0415 0.211
H 1.551696 3.728022 4.759826 -0.0229 0.0952 0.0737 0.205
H 1.656975 1.746470 6.605710 -0.0185 -0.0116 0.0901 0.217
H 3.317841 2.242303 6.301075 0.0498 0.0078 0.0818 0.218
H 2.880671 0.531873 6.210864 0.0284 -0.0538 0.0741 0.217
H 2.828030 -0.276265 4.006600 0.0117 -0.0366 0.0119 0.248
H -2.133374 -0.218972 -3.764768 0.0367 0.0242 0.0386 0.200
H -0.232083 2.155307 -3.988889 0.0621 0.0871 0.0010 0.228
H -0.256020 0.752919 -5.057185 0.0826 -0.0022 -0.0801 0.210
H -1.624491 1.872163 -5.047238 -0.0650 0.0600 -0.0671 0.207
H -2.911822 0.887887 -1.670708 -0.0435 0.0297 0.0754 0.228
H -3.236210 1.899542 -3.087318 -0.1002 0.0873 -0.0505 0.205
H -1.872738 2.273270 -2.023170 0.0551 0.0991 0.0386 0.219
```
Forces are in eV/Å.

Summary:
* F_max: 0.02284 Eh/bohr
* net charge: 0
* HOMO level: -8.03 eV
* M: 348.47 u
* relative energy (zero: lowest compared OMol25 entry of this formula, charge and spin): 2.009 eV